1.
C6H12Cl2N2OS | the ωB97M-V functional and the def2-TZVPD basis

Atoms and positions in Å:
N (-1.085, -0.233, -2.487)
N (-0.238, 0.072, -1.377)
C (0.798, 0.984, -1.814)
C (1.794, 1.333, -0.710)
O (1.151, 1.485, 0.473)
C (-0.027, 0.882, 0.888)
S (0.249, -0.988, 1.513)
C (0.055, -2.595, 0.899)
Cl (0.844, -2.980, -0.647)
C (-1.205, -0.765, 3.042)
Cl (-0.596, 0.006, 4.439)
C (-1.026, 0.645, -0.285)
H (-1.308, 0.562, -2.958)
H (-1.882, -0.786, -2.307)
H (0.393, 1.961, -2.140)
H (1.436, 0.468, -2.625)
H (2.649, 0.638, -0.570)
H (2.286, 2.209, -0.948)
H (-0.498, 1.323, 1.705)
H (1.580, -0.924, 1.903)
H (-1.069, -2.931, 0.974)
H (-1.352, -1.833, 3.359)
H (-1.563, -0.223, 0.089)
H (-1.385, 1.690, -0.416)

- SMILES = NN1CCO[C@H]([SH](=CCl)=CCl)C1
- orbital gap (eV) = 8.013
- E_HOMO (Eh) = -0.279

Which charges does Mulliken predict for the atoms? In e, they are: atom 1 (N): -0.836, atom 2 (N): 0.470, atom 3 (C): -0.679, atom 4 (C): -0.450, atom 5 (O): -0.453, atom 6 (C): -0.316, atom 7 (S): 0.255, atom 8 (C): -0.461, atom 9 (Cl): -0.165, atom 10 (C): -0.468, atom 11 (Cl): -0.144, atom 12 (C): -0.836, atom 13 (H): 0.193, atom 14 (H): 0.243, atom 15 (H): 0.377, atom 16 (H): 0.350, atom 17 (H): 0.275, atom 18 (H): 0.364, atom 19 (H): 0.628, atom 20 (H): 0.183, atom 21 (H): 0.261, atom 22 (H): 0.251, atom 23 (H): 0.597, atom 24 (H): 0.361

---

2.
C6H12ClCrO6 | the ωB97M-V functional and the def2-TZVPD basis

Atoms and positions in Å:
Cr (14.139, -4.864, -11.638)
Cl (15.018, -2.850, -12.819)
C (13.461, -1.335, -9.608)
O (14.292, -2.006, -8.588)
C (14.853, -3.246, -8.774)
O (14.490, -4.020, -9.697)
O (15.746, -3.617, -7.783)
C (16.153, -2.865, -6.652)
H (13.269, -0.315, -9.273)
H (12.500, -1.848, -9.604)
H (13.876, -1.390, -10.614)
H (16.589, -1.938, -7.024)
H (16.995, -3.306, -6.119)
H (15.377, -2.647, -5.918)
C (12.393, -8.002, -14.025)
O (13.517, -7.659, -14.867)
C (14.334, -6.653, -14.463)
O (14.339, -6.073, -13.356)
O (15.063, -6.335, -15.564)
C (16.089, -5.346, -15.455)
H (11.891, -7.070, -13.763)
H (12.667, -8.462, -13.075)
H (11.663, -8.678, -14.469)
H (16.485, -5.140, -16.449)
H (16.844, -5.706, -14.755)
H (15.708, -4.385, -15.109)

- 2S+1 = 6
- orbital gap (alpha / beta) (eV) = 6.540 / 8.932
- E_HOMO (alpha / beta) (Eh) = -0.219 / -0.315
- <S²> = 8.753

Which charges does Mulliken predict for the atoms? In e, they are: atom 1 (Cr): 0.592, atom 2 (Cl): -0.720, atom 3 (C): -0.509, atom 4 (O): -0.321, atom 5 (C): 0.703, atom 6 (O): -0.445, atom 7 (O): -0.265, atom 8 (C): -0.603, atom 9 (H): 0.226, atom 10 (H): 0.260, atom 11 (H): 0.242, atom 12 (H): 0.299, atom 13 (H): 0.249, atom 14 (H): 0.277, atom 15 (C): -0.637, atom 16 (O): -0.280, atom 17 (C): 0.715, atom 18 (O): -0.503, atom 19 (O): -0.303, atom 20 (C): -0.523, atom 21 (H): 0.288, atom 22 (H): 0.281, atom 23 (H): 0.244, atom 24 (H): 0.217, atom 25 (H): 0.280, atom 26 (H): 0.237

---

no.,total energy (eV)
1,-47315.423
2,-59644.580